No. 1
This record from the OMol25 dataset describes C21H31Br3O15 as an isolated structure at a distorted geometry. The level of theory is ωB97M-V/def2-TZVPD.

The largest force on an atom is 4.1 eV/A. As for the net charge: 0. The calculation puts the energy relative to the best compared isomer or geometry (same formula, charge and spin) at 1.355 eV. The calculation puts the HOMO-LUMO gap at 9.93 eV. The calculation puts the total energy at -263119.2076 eV. As for the HOMO energy: -10.09 eV.

```
70
Properties=species:S:1:pos:R:3:nbo_charge:R:1
C 4.17 3.61 0.61 -0.63
C 3.86 3.43 -0.89 0.04
C 2.34 3.60 -1.14 -0.09
O 2.32 4.33 -2.44 -0.49
C 3.58 4.71 -2.69 0.96
O 3.92 5.20 -3.74 -0.60
O 4.43 4.51 -1.69 -0.48
H 3.56 4.49 0.93 0.20
H 5.21 3.57 0.89 0.24
H 3.84 2.70 1.14 0.22
H 4.26 2.51 -1.31 0.23
H 1.83 4.28 -0.50 0.17
H 1.75 2.73 -1.23 0.21
C 1.11 2.85 3.36 -0.65
C -0.25 3.52 3.24 0.07
C -0.40 4.71 2.30 -0.09
O -1.74 4.59 1.90 -0.51
C -2.15 3.23 2.05 0.98
O -3.18 2.84 1.65 -0.57
O -1.20 2.56 2.70 -0.50
H 1.10 1.99 2.68 0.24
H 1.17 2.45 4.38 0.23
H 1.96 3.56 3.24 0.23
H -0.81 3.79 4.19 0.19
H 0.36 4.72 1.51 0.17
H -0.33 5.66 2.79 0.20
C 2.96 -3.18 0.83 -0.62
C 3.97 -2.74 -0.17 0.05
C 3.57 -2.61 -1.60 -0.10
O 3.99 -1.30 -1.93 -0.49
C 4.53 -0.64 -0.85 0.99
O 5.04 0.44 -0.80 -0.61
O 4.46 -1.42 0.21 -0.49
H 2.83 -4.34 0.92 0.23
H 2.08 -2.57 0.63 0.22
H 3.36 -3.00 1.81 0.23
H 4.73 -3.43 0.07 0.19
H 2.53 -2.74 -1.80 0.21
H 4.07 -3.32 -2.21 0.20
C -3.77 -4.31 -4.31 -0.64
C -3.75 -3.43 -3.10 0.05
C -3.94 -4.12 -1.75 -0.09
O -2.52 -4.41 -1.39 -0.51
C -1.71 -3.56 -2.03 0.98
O -0.51 -3.53 -1.97 -0.62
O -2.41 -2.90 -2.91 -0.50
H -3.73 -3.75 -5.26 0.23
H -4.76 -4.83 -4.29 0.22
H -2.94 -5.03 -4.34 0.23
H -4.36 -2.56 -3.26 0.23
H -4.48 -5.09 -1.89 0.20
H -4.47 -3.61 -0.93 0.22
C -3.57 -1.33 3.50 -0.64
C -3.34 -0.74 2.22 0.07
C -2.28 -1.48 1.34 -0.10
O -2.86 -1.49 0.05 -0.53
C -4.13 -1.05 0.04 1.00
O -4.87 -1.06 -0.93 -0.60
O -4.47 -0.74 1.30 -0.49
H -4.57 -1.17 3.82 0.24
H -2.97 -0.81 4.22 0.23
H -3.34 -2.40 3.42 0.21
H -3.03 0.28 2.35 0.21
H -2.24 -2.51 1.70 0.18
H -1.28 -1.02 1.37 0.21
C -0.59 0.12 -1.25 -0.49
Br 0.71 0.25 0.26 0.00
Br 0.36 0.51 -2.85 0.14
Br -2.02 1.33 -0.95 0.12
H -1.03 -0.86 -1.20 0.25
```

No. 2
This record from the OMol25 dataset describes C21H31CeIN4O4PS as an isolated structure at a distorted geometry. The level of theory is ωB97M-V/def2-TZVPD.

The largest force on an atom is 5.0 eV/A. As for the net charge: 0. The multiplicity is 2. The calculation puts the energy relative to the best compared isomer or geometry (same formula, charge and spin) at 2.746 eV. The calculation puts the HOMO-LUMO gap (alpha / beta) at 7.80 / 8.00 eV. As for the expectation value of S²: 0.7507. The calculation puts the total energy at -77585.5858 eV. As for the HOMO energy (alpha / beta): -7.95 / -8.16 eV.

```
64
Properties=species:S:1:pos:R:3:lowdin_charge:R:1
Ce -0.08 -0.52 -0.14 1.14
N -1.33 -2.19 1.55 -0.04
C -1.58 -3.47 0.85 -0.15
C -0.59 -3.71 -0.31 -0.57
O -0.82 -4.74 -0.99 -0.02
N 0.49 -2.90 -0.33 -0.11
C 1.52 -3.28 -1.29 -0.13
C 1.97 -2.06 -2.15 -0.58
O 2.79 -2.10 -3.04 0.07
O 1.24 -0.98 -1.86 -0.28
H -0.92 -2.38 2.44 0.08
H -2.23 -1.66 1.70 0.10
H -2.55 -3.43 0.27 0.14
H -1.65 -4.36 1.38 0.09
H 1.11 -3.99 -2.06 0.13
H 2.42 -3.77 -0.79 0.14
S -4.80 1.58 -0.02 0.99
C -3.98 2.57 1.04 -0.50
C -2.71 2.14 1.32 -0.22
C -2.24 0.97 0.53 -0.25
C -3.32 0.60 -0.22 -0.55
C -3.22 -0.47 -1.24 -0.29
C -4.40 -0.94 -1.84 -0.02
C -4.26 -1.91 -2.86 -0.04
C -2.99 -2.28 -3.32 -0.02
C -1.90 -1.75 -2.63 -0.11
N -2.02 -0.82 -1.72 0.00
H -4.49 3.42 1.49 0.07
H -2.14 2.62 2.14 0.08
H -5.38 -0.72 -1.44 0.09
H -5.23 -2.35 -3.17 0.12
H -2.86 -3.11 -4.01 0.11
H -0.92 -2.10 -2.95 0.13
N -1.51 3.01 -2.07 0.18
C -0.20 2.60 -2.13 -0.58
O 0.33 2.01 -1.19 -0.07
C 0.61 2.95 -3.32 -0.46
I -0.54 3.37 -5.15 0.79
H -2.12 2.73 -1.31 0.09
H -1.96 3.33 -2.91 0.01
H 1.37 2.23 -3.45 0.06
H 0.92 3.97 -3.10 0.05
C 0.35 1.22 3.85 -0.12
C 1.86 1.19 3.38 -0.39
P 2.21 0.71 1.65 0.88
C 3.87 -0.05 1.61 -0.39
C 3.71 -1.50 2.15 -0.16
C 2.61 2.18 0.70 -0.42
C 3.84 3.02 1.22 -0.14
H 0.47 1.18 4.99 0.09
H -0.15 0.36 3.61 0.02
H -0.08 2.19 3.68 0.05
H 2.40 0.42 4.05 0.09
H 2.47 2.14 3.67 0.10
H 4.57 0.48 2.26 0.08
H 4.04 -0.23 0.53 0.10
H 3.01 -1.58 3.04 0.07
H 4.66 -1.97 2.37 0.06
H 3.24 -2.10 1.32 0.07
H 1.71 2.83 0.51 0.08
H 2.90 1.72 -0.26 0.08
H 3.83 3.43 2.26 0.07
H 3.91 3.90 0.59 0.06
H 4.73 2.35 1.10 0.06
```

No. 3
This record from the OMol25 dataset describes C21H31EuF5P2 as an isolated structure at a distorted geometry. The level of theory is ωB97M-V/def2-TZVPD.

The largest force on an atom is 1.8 eV/A. As for the net charge: 0. The multiplicity is 8. The calculation puts the HOMO-LUMO gap (alpha / beta) at 6.49 / 6.56 eV. As for the expectation value of S²: 15.7616. The calculation puts the total energy at -73767.6774 eV. As for the HOMO energy (alpha / beta): -7.16 / -7.18 eV.

```
60
Properties=species:S:1:pos:R:3:lowdin_charge:R:1
P 0.15 -1.94 -3.08 0.87
P 0.42 1.26 -2.88 0.89
C -0.14 -0.93 -4.61 -0.42
C 0.53 0.45 -4.55 -0.42
H -1.23 -0.83 -4.72 0.08
H 0.25 -1.52 -5.45 0.07
H 1.61 0.38 -4.80 0.07
H 0.07 1.14 -5.27 0.07
C -1.28 1.97 -3.10 -0.27
H -1.50 2.64 -2.26 0.04
H -2.03 1.17 -3.14 0.04
H -1.30 2.53 -4.05 0.04
C 1.39 2.78 -3.17 -0.29
H 1.00 3.34 -4.03 0.04
H 2.44 2.51 -3.35 0.04
H 1.34 3.41 -2.27 0.04
C -0.91 -3.39 -3.38 -0.29
H -0.83 -4.06 -2.52 0.04
H -0.60 -3.92 -4.29 0.04
H -1.96 -3.07 -3.48 0.04
C 1.81 -2.60 -3.46 -0.28
H 2.55 -1.79 -3.44 0.04
H 1.80 -3.07 -4.46 0.04
H 2.07 -3.35 -2.71 0.04
Eu 2.08 -0.39 3.91 1.49
C 0.28 1.39 0.48 -0.14
C -1.02 1.17 0.30 -0.11
C -1.72 0.15 -0.53 -0.24
C -2.17 -1.13 0.20 -0.18
C -1.06 -2.10 0.41 -0.11
C 0.26 -1.90 0.28 -0.13
C 1.04 -0.85 -0.45 -0.33
C 1.44 0.47 0.25 -0.22
C 0.63 -2.24 4.51 -0.39
H 0.56 2.35 0.94 0.10
H -1.71 1.90 0.74 0.11
H -1.13 -0.16 -1.39 0.02
H -2.62 0.62 -0.95 0.11
H -2.65 -0.85 1.16 0.12
H -2.97 -1.62 -0.38 0.11
H -1.38 -3.05 0.85 0.11
H 0.91 -2.64 0.76 0.09
H 0.50 -0.54 -1.37 -0.10
H 1.97 -1.30 -0.82 0.10
H 2.02 0.27 1.18 0.05
H 2.16 0.99 -0.41 0.10
H 1.02 -2.64 5.46 -0.08
H 0.61 -3.01 3.73 -0.08
H -0.38 -1.84 4.66 -0.07
F -2.08 0.35 4.67 0.05
C -1.09 1.12 5.20 -0.24
C 0.21 1.05 4.75 -0.15
C 1.11 1.97 5.25 -0.29
F 2.44 2.02 4.74 -0.11
C 0.80 2.89 6.26 -0.17
F 1.75 3.71 6.73 0.10
C -0.49 2.90 6.76 -0.13
F -0.82 3.75 7.75 0.11
C -1.44 2.03 6.21 -0.14
F -2.71 2.09 6.66 0.10
```